The following is a DFT calculation (wB97M-V/def2-TZVPD) of a cluster of 2 separate species, CHO2 in total in a non-equilibrium geometry.

Structure (XYZ):
```
4
Properties=species:S:1:pos:R:3:forces:R:3:nbo_charge:R:1
C 0.180 -0.088 0.214 -0.02 1.06 -3.50 0.51
O -1.253 0.303 -1.428 1.74 -0.60 2.36 -0.98
O 1.357 0.070 0.027 -1.46 -0.35 0.65 -0.60
H -0.284 -0.285 1.187 -0.26 -0.12 0.49 0.07
```
Forces are in eV/Å.

Calculated values
Net charge   -1
E_HOMO (spin up / spin down)   -2.9 / -2.2 eV
Frontier orbital gap (spin up / spin down)   7.433 / 6.841 eV
E   -189.034520 a.u.
Multiplicity   1

The following is a DFT calculation (wB97M-V/def2-TZVPD) of a structure of composition C2H6N2O3 in a non-equilibrium geometry.

Structure (XYZ):
```
13
Properties=species:S:1:pos:R:3:forces:R:3:nbo_charge:R:1
C -0.140 -1.235 1.905 0.76 -0.20 1.70 -0.11
C 0.014 0.622 -0.793 0.21 -0.28 -1.89 0.81
N 0.078 -1.383 0.701 2.31 2.79 -2.23 -0.22
N 1.017 0.163 0.072 -0.71 -4.48 -0.29 -0.48
O -1.125 0.763 -0.059 2.22 -0.59 2.27 -0.71
O 0.348 1.877 -1.380 1.03 -1.66 -0.36 -0.70
O -0.046 -0.252 -1.924 -0.58 -1.62 0.27 -0.77
H -0.468 -2.109 2.444 -0.72 -0.46 0.00 0.20
H 0.145 -0.431 2.580 -0.03 0.44 -0.36 0.18
H 0.955 0.751 0.836 -0.03 1.43 2.49 0.33
H -1.822 0.932 -0.595 -3.45 0.98 -2.73 0.48
H 1.018 1.558 -2.048 -0.88 0.96 0.74 0.49
H 0.027 -1.256 -1.740 -0.14 2.68 0.39 0.51
```
Forces are in eV/Å.

Calculated values
Net charge   0
E_HOMO   -10.1 eV
Frontier orbital gap   10.474 eV
E   -414.921981 a.u.
Multiplicity   1

The following is a DFT calculation (wB97M-V/def2-TZVPD) of the molecule C4H8S2Si in a non-equilibrium geometry.

Structure (XYZ):
```
15
Properties=species:S:1:pos:R:3:forces:R:3:nbo_charge:R:1
C 0.398 -0.283 0.368 -1.09 -1.76 1.17 -0.41
C 0.958 0.809 -0.108 2.42 0.47 2.06 -0.04
C -1.070 -0.797 0.071 0.88 1.71 2.61 -0.63
C 0.577 1.869 -1.021 -1.56 2.52 0.44 -0.69
Si 1.354 -1.350 1.734 0.59 1.29 -3.68 0.98
S 2.653 1.362 0.587 -1.79 -0.06 -0.89 0.07
S 3.210 -0.284 1.617 0.73 -0.93 0.69 -0.33
H -1.774 -0.187 0.766 0.98 -0.82 -1.35 0.22
H -1.124 -1.809 0.499 -0.29 0.07 -0.93 0.21
H -1.340 -0.653 -0.960 -0.30 -0.39 -0.29 0.22
H 1.487 2.245 -1.489 -0.46 -0.12 -0.77 0.24
H 0.084 2.829 -0.554 1.06 -1.83 -0.16 0.24
H -0.235 1.525 -1.635 0.04 -0.16 -1.07 0.23
H 0.803 -1.233 3.017 -0.84 -0.35 1.41 -0.17
H 1.629 -2.706 1.118 -0.38 0.32 0.78 -0.14
```
Forces are in eV/Å.

Calculated values
Net charge   0
E_HOMO   -7.8 eV
Frontier orbital gap   8.235 eV
E   -1243.045593 a.u.
Multiplicity   1

The following is a DFT calculation (wB97M-V/def2-TZVPD) of a structure of composition C29H15ClF4IN7O6PtS in a non-equilibrium geometry.

Structure (XYZ):
```
65
Properties=species:S:1:pos:R:3:forces:R:3:mulliken_spin:R:1
Pt -0.585 -2.266 -1.641 0.19 -0.07 0.03 1.42
C 4.461 3.016 3.835 0.06 -0.02 0.04 0.00
C 3.464 2.260 3.023 -0.07 -0.05 -0.10 0.00
C 2.397 1.595 3.636 0.00 0.00 -0.03 0.00
C 1.420 0.968 2.892 0.04 0.06 0.08 0.00
C 1.541 0.977 1.504 0.07 -0.04 -0.14 0.01
C 2.610 1.600 0.855 0.04 -0.02 -0.06 0.00
C 3.551 2.247 1.627 -0.03 -0.02 0.09 0.00
S 0.223 0.478 0.482 -0.89 0.16 0.45 0.03
O 0.093 1.170 -0.749 0.21 -0.02 -0.13 0.00
O -1.006 0.943 1.445 0.12 -0.10 0.11 0.05
N -0.360 -1.075 0.282 0.26 0.17 0.09 0.33
C -0.875 -1.933 1.157 -0.14 -0.11 -0.20 0.08
C -0.947 -1.892 2.567 0.00 0.06 0.12 0.16
C -1.558 -2.938 3.227 -0.01 0.03 0.05 -0.05
C -2.095 -3.985 2.496 0.00 0.00 0.07 0.24
C -1.999 -3.962 1.084 0.03 0.03 -0.10 0.06
N -1.411 -2.989 0.446 -0.05 -0.01 -0.02 0.17
H 4.526 2.630 4.851 -0.01 0.03 0.01 0.00
H 4.154 4.064 3.886 0.02 0.01 0.01 0.00
H 5.449 2.979 3.380 0.00 0.03 0.00 0.00
H 2.315 1.598 4.715 0.00 0.01 0.00 0.00
H 0.572 0.536 3.399 -0.03 0.00 -0.01 0.00
H 2.691 1.601 -0.223 -0.04 -0.01 0.02 0.00
H 4.368 2.758 1.136 0.01 0.00 0.01 0.00
H -0.555 -1.046 3.107 0.03 -0.01 0.03 0.04
H -1.633 -2.929 4.306 0.01 0.00 0.00 0.00
H -2.592 -4.816 2.976 0.00 0.02 0.03 0.00
H -2.417 -4.767 0.493 0.01 0.02 -0.03 0.00
O 2.556 0.680 -2.316 0.12 0.32 -0.18 0.02
Cl 2.204 -0.648 -2.002 0.10 -0.06 0.61 0.01
O 3.193 -1.598 -2.312 0.27 -0.17 -0.18 0.00
O 1.922 -0.748 -0.543 0.27 -0.22 -0.21 0.02
O 0.951 -0.978 -2.701 -0.50 -0.05 -0.35 0.07
F -2.770 2.083 2.063 0.00 -0.05 0.01 0.01
C -1.855 2.060 1.077 -0.12 0.03 -0.06 0.02
C -1.061 3.327 1.110 0.02 0.07 -0.06 0.27
F -0.572 3.565 2.306 0.03 0.03 0.07 0.03
C -0.856 4.154 0.044 -0.01 -0.11 0.04 -0.01
C -1.545 3.778 -1.190 0.02 0.02 0.07 0.09
C -2.270 2.642 -1.334 -0.04 -0.20 0.11 -0.01
F -2.792 2.338 -2.514 0.00 0.02 -0.03 -0.01
C -2.490 1.738 -0.267 -0.04 0.12 -0.06 0.07
C -3.079 0.509 -0.407 0.08 0.14 -0.18 -0.10
C -2.886 -0.248 -1.594 -0.05 -0.14 0.03 0.07
N -2.499 -1.046 -2.333 -0.01 0.04 -0.14 -0.05
C -3.509 -0.288 0.696 0.05 -0.01 0.22 0.02
N -3.817 -0.967 1.571 0.01 -0.03 -0.07 -0.05
F -1.400 4.560 -2.221 0.00 0.06 -0.11 0.02
C 0.033 5.272 0.107 -0.04 -0.13 0.05 0.31
C 0.060 6.310 -0.846 -0.09 0.09 -0.13 -0.03
N 0.073 7.183 -1.599 0.04 -0.03 0.03 0.24
C 1.004 5.332 1.137 0.15 0.10 0.07 -0.03
N 1.839 5.343 1.930 -0.04 -0.04 -0.02 0.21
I 1.447 -4.412 -1.582 -0.03 -0.02 0.03 0.15
C 0.216 -4.561 -3.258 -0.05 -0.02 -0.11 0.04
C 0.349 -5.511 -4.246 0.03 0.01 0.04 0.00
C -0.544 -5.456 -5.309 -0.03 0.03 0.00 -0.01
C -1.519 -4.470 -5.340 0.02 0.00 0.02 0.00
C -1.580 -3.555 -4.306 0.01 -0.01 -0.04 0.00
N -0.719 -3.608 -3.283 -0.02 0.04 0.11 0.08
H 1.123 -6.263 -4.195 0.00 0.00 0.01 0.00
H -0.474 -6.180 -6.109 0.01 0.00 0.00 0.00
H -2.224 -4.402 -6.155 0.00 0.00 0.00 0.00
H -2.309 -2.757 -4.272 -0.01 0.00 -0.01 0.00
```
Forces are in eV/Å.

Calculated values
Net charge   +2
E_HOMO (spin up / spin down)   -14.4 / -14.8 eV
Frontier orbital gap (spin up / spin down)   6.431 / 5.351 eV
<S²>   6.210
E   -3622.551867 a.u.
Multiplicity   5

The following is a DFT calculation (wB97M-V/def2-TZVPD) of the molecule C4H6ClF2N3 in a non-equilibrium geometry.

Structure (XYZ):
```
16
Properties=species:S:1:pos:R:3:forces:R:3:nbo_charge:R:1
C -0.840 -1.633 0.096 -1.89 0.05 0.54 0.31
C 1.380 1.574 0.732 0.10 1.05 -1.41 0.04
C 0.382 -0.861 0.209 1.69 3.45 -2.70 0.11
C 0.112 0.749 0.327 0.94 -0.93 0.15 -0.17
N -1.168 -2.461 -0.743 -0.67 -1.99 -0.13 -0.57
N -0.913 0.438 -1.625 0.45 1.60 0.45 -0.32
N -0.521 1.347 -0.850 -0.24 -1.58 -1.67 -0.11
F 2.457 1.244 -0.132 -0.85 0.43 0.09 -0.37
F 1.198 -1.097 -0.982 -1.05 0.01 2.81 -0.34
Cl -1.991 -1.069 1.403 -0.05 -0.65 0.13 -0.13
H 1.847 1.444 1.686 -0.56 -0.75 1.00 0.19
H 1.200 2.710 0.689 -0.05 -1.72 -0.45 0.19
H 0.854 -0.992 1.163 0.93 -1.02 0.19 0.21
H -0.641 0.769 1.106 0.13 0.63 0.38 0.25
H -2.054 -3.004 -0.574 1.07 1.17 -0.22 0.38
H -1.302 0.843 -2.506 0.05 0.25 0.84 0.33
```
Forces are in eV/Å.

Calculated values
Net charge   0
E_HOMO   -9.6 eV
Frontier orbital gap   10.007 eV
E   -980.105179 a.u.
Multiplicity   1

The following is a DFT calculation (wB97M-V/def2-TZVPD) of the ion C5H8N3 with charge +1 in a non-equilibrium geometry.

Structure (XYZ):
```
16
Properties=species:S:1:pos:R:3:forces:R:3:nbo_charge:R:1
C 0.876 1.278 -1.093 2.45 -0.95 2.56 -0.17
C 2.094 0.442 -0.868 2.41 1.75 0.66 0.31
C -0.820 -0.289 -0.321 1.92 3.09 -1.16 0.71
C 1.856 1.458 0.181 -1.94 -2.31 0.10 -0.43
C -2.517 -0.991 1.241 -1.30 3.35 0.15 -0.44
N -0.251 0.638 -0.800 -4.69 -4.38 0.93 -0.25
N 2.952 -0.412 -1.182 -1.74 -1.34 0.42 -0.50
N -1.412 -1.239 0.275 -1.25 -1.71 0.64 -0.58
H 0.889 1.921 -1.899 0.03 1.53 -1.36 0.27
H 2.151 2.443 0.424 0.90 0.70 -0.12 0.27
H 1.452 0.830 1.095 0.67 1.58 -1.74 0.24
H -2.394 0.004 1.847 0.06 -1.49 -1.82 0.25
H -2.606 -1.635 2.036 0.85 -2.34 1.51 0.24
H -3.559 -1.038 0.833 1.20 0.39 -0.50 0.24
H 2.516 -1.194 -1.717 0.77 0.91 -0.62 0.36
H -1.227 -2.217 -0.051 -0.34 1.20 0.34 0.46
```
Forces are in eV/Å.

Calculated values
Net charge   +1
E_HOMO   -13.6 eV
Frontier orbital gap   9.484 eV
E   -359.174264 a.u.
Multiplicity   1

We obtain energy above the lowest of the compared OMol25 structures with the same formula, charge and spin values of 125.0, 109.0, 60.1, 0.0, 61.1, 113.3 kcal/mol for the records listed above, in that order.